# 1
Entry from OMol25: 3 unconnected molecules or ions with the total composition C33H72FN7O4P2 at a distorted geometry (wB97M-V/def2-TZVPD).

```
119
C33H72FN7O4P2 wB97M-V/def2-TZVPD
C -0.97 4.51 -0.04
C -0.62 3.42 0.81
C -0.78 3.70 2.41
C -2.19 4.36 2.90
N -2.58 3.54 4.08
C -1.44 2.74 4.57
O -1.22 2.38 5.75
C -0.46 2.42 3.30
C -0.73 0.94 2.69
C -2.19 0.76 2.05
C -2.81 -0.72 2.27
C -4.13 -0.71 3.23
C -5.51 -0.73 2.38
C -6.55 0.38 2.90
C -7.94 0.40 2.08
C -9.22 0.47 3.04
C -10.52 1.11 2.33
C -11.82 0.95 3.25
C -12.81 2.21 3.30
C -12.91 3.13 2.00
C -12.86 4.68 2.51
C 1.04 2.26 3.92
C 1.65 3.66 4.40
O 1.44 4.20 5.49
F 2.50 4.33 3.43
H -0.85 5.56 0.42
H -1.38 4.33 -1.09
H -0.24 2.41 0.43
H -0.07 4.62 2.52
H -2.09 5.50 3.07
H -2.98 4.22 2.09
H -3.46 3.04 3.87
H 0.04 0.70 1.85
H -0.64 0.16 3.53
H -2.94 1.55 2.39
H -2.07 0.88 0.91
H -3.04 -1.26 1.29
H -1.99 -1.33 2.80
H -4.08 0.14 3.99
H -4.08 -1.69 3.83
H -5.26 -0.60 1.26
H -5.95 -1.79 2.49
H -6.71 0.19 4.02
H -6.00 1.40 2.83
H -7.96 -0.55 1.41
H -7.88 1.29 1.35
H -8.97 1.02 4.02
H -9.50 -0.61 3.35
H -10.30 2.17 1.97
H -10.72 0.46 1.38
H -11.43 0.80 4.33
H -12.42 -0.01 3.03
H -12.60 2.86 4.23
H -13.88 1.78 3.49
H -13.97 3.01 1.55
H -12.18 2.92 1.16
H -13.23 5.41 1.71
H -13.59 4.77 3.40
H -11.81 4.93 2.91
H 1.70 1.85 3.05
H 1.09 1.47 4.74
C 4.40 -0.47 -1.96
N 3.99 0.63 -1.13
C 2.74 1.22 -1.60
P 4.55 1.14 0.40
O 3.41 0.41 1.15
N 5.76 0.14 1.08
C 6.54 -0.87 0.39
C 5.51 -0.35 2.45
N 5.83 2.03 -0.43
C 6.08 2.18 -1.84
C 6.95 2.52 0.38
H 4.49 -0.13 -3.01
H 3.68 -1.30 -1.94
H 5.37 -0.88 -1.74
H 2.89 2.28 -1.83
H 1.95 1.14 -0.84
H 2.36 0.74 -2.51
H 5.94 -1.75 0.15
H 7.39 -1.20 1.00
H 7.00 -0.46 -0.52
H 4.84 -1.22 2.44
H 5.06 0.43 3.06
H 6.44 -0.64 2.95
H 6.60 1.31 -2.25
H 6.71 3.05 -2.05
H 5.17 2.36 -2.42
H 7.79 1.82 0.35
H 6.65 2.66 1.42
H 7.30 3.50 0.03
C 4.99 -5.27 -3.43
N 4.60 -4.50 -4.59
C 3.19 -4.15 -4.53
P 5.54 -3.75 -5.79
O 5.47 -2.37 -5.11
N 7.24 -3.87 -5.57
C 7.92 -4.78 -4.66
C 7.99 -2.61 -5.60
N 5.61 -5.29 -6.65
C 4.99 -6.56 -6.32
C 6.58 -5.43 -7.73
H 4.36 -6.17 -3.35
H 4.89 -4.70 -2.50
H 6.00 -5.67 -3.46
H 2.67 -4.54 -5.41
H 3.06 -3.06 -4.51
H 2.69 -4.55 -3.65
H 7.80 -4.48 -3.62
H 9.00 -4.80 -4.88
H 7.59 -5.81 -4.81
H 7.94 -2.09 -4.63
H 7.61 -1.95 -6.37
H 9.05 -2.78 -5.83
H 5.57 -7.10 -5.57
H 4.91 -7.21 -7.20
H 3.96 -6.45 -5.97
H 7.50 -5.91 -7.38
H 6.84 -4.46 -8.16
H 6.18 -6.03 -8.56
```

Its SMILES is C=C[C@H]1CNC(=O)[C@]1(CCCCCCCCCCCCC)CC(=O)F.CN(C)P(=O)(N(C)C)N(C)C.CN(C)P(=O)(N(C)C)N(C)C. The calculation puts the total energy at -2766.96258 hartree. The value obtained for the HOMO-LUMO gap is 6.8 eV.

# 2
Entry from OMol25: 3 unconnected molecules or ions with the total composition C33H72I2N9O5P2 at a distorted geometry (wB97M-V/def2-TZVPD).

```
123
C33H72I2N9O5P2 wB97M-V/def2-TZVPD
C 7.04 -3.64 1.95
C 5.92 -3.36 0.94
O 4.85 -4.30 1.16
C 3.86 -4.26 0.28
O 3.75 -3.38 -0.56
C 2.87 -5.39 0.43
C 1.96 -5.58 -0.79
C 0.74 -4.66 -0.85
N 1.03 -3.32 -1.36
C 1.61 -3.16 -2.61
C 1.76 -1.85 -2.81
C 2.35 -1.20 -4.01
C 2.97 -2.19 -4.96
C 4.16 -3.02 -4.52
N 2.47 -2.26 -6.13
N 1.26 -1.20 -1.69
C 1.22 0.26 -1.61
I -0.44 0.88 -2.84
C 1.14 0.86 -0.22
C 1.03 2.41 -0.34
I 2.92 0.43 0.89
C 0.82 -2.13 -0.82
O 0.24 -1.84 0.32
C 0.73 -2.46 1.54
C -0.40 -2.85 2.51
C 0.20 -3.94 3.41
C -1.69 -3.34 1.82
C -2.51 -2.17 1.23
C -2.59 -4.08 2.84
H 6.74 -4.42 2.64
H 7.95 -3.92 1.42
H 7.29 -2.74 2.50
H 5.57 -2.34 1.08
H 6.32 -3.47 -0.07
H 3.46 -6.30 0.54
H 2.27 -5.31 1.33
H 2.52 -5.57 -1.72
H 1.55 -6.58 -0.69
H 0.00 -5.10 -1.52
H 0.30 -4.63 0.14
H 1.85 -3.97 -3.26
H 1.66 -0.55 -4.54
H 3.18 -0.57 -3.67
H 4.46 -2.81 -3.49
H 4.99 -2.92 -5.21
H 3.86 -4.07 -4.53
H 2.99 -2.95 -6.68
H 2.15 0.61 -2.04
H 0.23 0.54 0.28
H 0.06 2.76 -0.01
H 1.76 2.90 0.31
H 1.25 2.76 -1.34
H 1.35 -1.71 2.04
H 1.38 -3.30 1.35
H -0.65 -1.97 3.11
H -0.05 -4.94 3.07
H 1.29 -3.85 3.51
H -0.20 -3.86 4.42
H -1.51 -4.05 1.01
H -2.37 -1.26 1.82
H -2.17 -1.96 0.22
H -3.57 -2.42 1.15
H -2.41 -3.75 3.87
H -3.64 -3.90 2.63
H -2.45 -5.16 2.78
O -6.29 -1.97 -1.46
P -6.36 -0.95 -2.54
N -7.34 -1.64 -3.73
C -7.39 -1.13 -5.09
C -8.67 -2.03 -3.28
N -4.73 -0.97 -3.14
C -4.37 -1.96 -4.15
C -3.77 -1.00 -2.05
N -6.62 0.73 -2.90
C -5.52 1.61 -3.30
C -7.42 1.39 -1.84
H -8.03 -0.25 -5.19
H -7.78 -1.92 -5.74
H -6.41 -0.87 -5.47
H -9.34 -1.17 -3.17
H -8.61 -2.54 -2.32
H -9.11 -2.73 -3.99
H -4.73 -2.97 -3.91
H -3.28 -1.99 -4.26
H -4.76 -1.68 -5.13
H -3.66 -1.99 -1.60
H -4.07 -0.31 -1.25
H -2.79 -0.67 -2.41
H -4.75 1.73 -2.54
H -5.95 2.60 -3.50
H -5.07 1.27 -4.22
H -6.85 1.53 -0.92
H -8.30 0.79 -1.61
H -7.76 2.36 -2.19
O 2.38 5.46 1.74
P 2.42 6.31 2.96
N 4.08 6.57 3.18
C 4.63 7.03 4.44
C 4.76 7.20 2.06
N 1.89 5.17 4.15
C 2.88 4.23 4.65
C 0.70 4.45 3.74
N 1.82 7.70 3.81
C 0.96 7.58 4.98
C 1.24 8.70 2.88
H 4.53 8.12 4.58
H 5.69 6.79 4.47
H 4.17 6.54 5.30
H 4.56 8.28 2.01
H 4.44 6.75 1.12
H 5.84 7.06 2.14
H 3.44 3.79 3.81
H 2.39 3.43 5.20
H 3.59 4.67 5.35
H 0.92 3.65 3.02
H -0.03 5.12 3.28
H 0.22 4.00 4.62
H 0.00 7.09 4.78
H 0.76 8.59 5.35
H 1.47 7.04 5.78
H 0.29 8.37 2.46
H 1.93 8.89 2.05
H 1.09 9.65 3.39
```

As for the charge: +1. The calculation puts the total energy at -3447.48013 hartree. The value obtained for the HOMO-LUMO gap is 7.5 eV.